Molecular formula: C34H70FN4O5S2
Method: DFT, ωB97M-V/def2-TZVPD

Bonds (Å) are listed after each position.
Atoms and positions in Å:
1 S -3.32996 -0.46130 -0.16911  C18 1.873, C39 1.872
2 S 2.78991 -4.53707 0.95452  F3 1.746, O5 1.548, O6 1.578, C13 1.873
3 F 3.72189 -5.33959 -0.28429  S2 1.746
4 O 2.21761 1.84492 0.25136  O8 1.327, C37 1.492
5 O 1.29328 -4.81606 0.67250  S2 1.548
6 O 3.26790 -5.13462 2.33428  S2 1.578
7 O -5.64927 -1.67782 1.43189  C19 1.501, C39 1.471
8 O 2.69766 2.24730 1.42098  O4 1.327, H87 1.020
9 N -6.07280 0.19169 -0.19093  N12 1.412, C39 1.513
10 N 4.26673 -2.01746 1.77823  C13 1.519, C20 1.522, H51 1.044
11 N 3.45500 -0.22196 0.18956  C20 1.536, C27 1.520, C37 1.513
12 N -7.32985 -0.09664 0.38386  N9 1.412, C19 1.536
13 C 3.27102 -2.72832 0.87857  S2 1.873, N10 1.519, C27 1.659
14 C 7.99971 -4.91330 -2.27837  C17 1.531, C28 1.533, H61 1.097, H79 1.097
15 C -8.31956 9.56859 4.57675  C32 1.533, C38 1.531, H57 1.097, H108 1.097
16 C 9.31173 -7.42581 -0.92363  C43 1.521, H54 1.095, H66 1.093, H110 1.094
17 C 6.51728 -5.09852 -1.94493  C14 1.531, C30 1.520, H58 1.097, H64 1.095
18 C -2.54122 -2.01556 -0.85395  S1 1.873, C26 1.672, H89 1.170, H102 1.170
19 C -7.08604 -1.24798 1.37107  O7 1.501, N12 1.536, H84 1.192
20 C 4.37127 -0.55292 1.37684  N10 1.522, N11 1.536, H53 1.170
21 C -7.89335 3.88889 6.21093  C31 1.521, H76 1.093, H86 1.094, H111 1.095
22 C 6.86969 -5.11808 -8.46775  C34 1.533, C45 1.531, H56 1.097, H80 1.097
23 C -6.50206 11.14383 5.42215  C38 1.520, H73 1.094, H74 1.095, H99 1.095
24 C -9.28287 9.08369 6.93107  C32 1.530, C35 1.521, H71 1.095, H98 1.097
25 C 7.53970 -3.74311 -6.37815  C34 1.530, C36 1.521, H52 1.097, H97 1.095
26 C -1.13289 -1.53425 -1.61555  C18 1.672, C41 1.644, H82 1.194, H93 1.171
27 C 2.75245 -1.52864 -0.14251  N11 1.520, C13 1.659, C29 1.667
28 C 8.66564 -6.09174 -2.99831  C14 1.533, C43 1.530, H72 1.097, H100 1.096
29 C 1.59902 -1.84729 -1.30252  C27 1.667, C41 1.672, H88 1.179, H101 1.174
30 C 5.63960 -5.26770 -3.17486  C17 1.520, H49 1.095, H70 1.095, H90 1.094
31 C -7.24454 4.38919 4.92918  C21 1.521, C40 1.530, H69 1.095, H85 1.097
32 C -9.37676 9.89612 5.63767  C15 1.533, C24 1.530, H48 1.096, H94 1.097
33 C -5.25231 2.27209 2.52028  C42 1.520, H47 1.094, H75 1.095, H103 1.095
34 C 6.62556 -4.80921 -6.98603  C22 1.533, C25 1.530, H55 1.097, H65 1.096
35 C -9.48478 7.59058 6.72131  C24 1.521, H104 1.094, H114 1.095, H115 1.093
36 C 9.01051 -4.13133 -6.39106  C25 1.521, H68 1.093, H78 1.095, H96 1.094
37 C 3.27618 1.11171 -0.50220  O4 1.492, N11 1.513, H91 1.175, H106 1.184
38 C -6.86490 9.72086 5.02826  C15 1.531, C23 1.520, H92 1.095, H113 1.097
39 C -5.07519 -0.75236 0.44311  S1 1.872, O7 1.471, N9 1.513
40 C -7.79387 3.71720 3.66887  C31 1.530, C44 1.533, H62 1.097, H67 1.096
41 C 0.14060 -1.47189 -0.57707  C26 1.644, C29 1.672, H59 1.193, H81 1.177
42 C -6.11094 1.74764 3.66018  C33 1.520, C44 1.531, H77 1.097, H105 1.095
43 C 8.59544 -7.43339 -2.26566  C16 1.521, C28 1.530, H60 1.095, H95 1.097
44 C -7.57010 2.20310 3.57976  C40 1.533, C42 1.531, H50 1.097, H109 1.097
45 C 6.75842 -3.92191 -9.41637  C22 1.531, C46 1.520, H112 1.095, H116 1.097
46 C 5.37280 -3.29638 -9.43737  C45 1.520, H63 1.095, H83 1.095, H107 1.094
47 H -5.18689 3.36380 2.53218  C33 1.094
48 H -9.32163 10.96169 5.88822  C32 1.096
49 H 4.58859 -5.35000 -2.87841  C30 1.095
50 H -8.13703 1.70414 4.37493  C44 1.097
51 H 4.79930 -2.43399 2.57361  N10 1.044
52 H 7.23411 -3.57891 -5.33702  C25 1.097
53 H 5.02631 0.27481 1.88188  C20 1.170
54 H 9.26783 -8.42116 -0.46919  C16 1.095
55 H 6.73901 -5.74032 -6.41720  C34 1.097
56 H 6.15275 -5.88727 -8.78205  C22 1.097
57 H -8.49056 10.21725 3.70816  C15 1.097
58 H 6.17389 -4.21579 -1.39219  C17 1.097
59 H 0.28633 -0.35848 -0.17514  C41 1.193
60 H 7.55420 -7.74120 -2.12575  C43 1.095
61 H 8.54339 -4.69981 -1.35020  C14 1.097
62 H -8.87189 3.91007 3.60493  C40 1.097
63 H 5.34068 -2.47788 -10.16421  C46 1.095
64 H 6.37877 -5.95330 -1.27414  C17 1.095
65 H 5.58378 -4.49848 -6.84684  C34 1.096
66 H 8.85098 -6.72228 -0.22473  C16 1.093
67 H -7.35054 4.20193 2.79152  C40 1.096
68 H 9.38769 -4.24803 -7.41079  C36 1.093
69 H -6.15908 4.26104 4.99139  C31 1.095
70 H 5.73493 -4.40685 -3.84435  C30 1.095
71 H -8.32279 9.25954 7.42688  C24 1.095
72 H 9.71833 -5.83758 -3.17340  C28 1.097
73 H -7.08114 11.48493 6.28504  C23 1.094
74 H -5.44208 11.20083 5.69136  C23 1.095
75 H -5.65553 1.95976 1.55166  C33 1.095
76 H -7.69566 2.82593 6.37455  C21 1.093
77 H -6.08862 0.65148 3.63566  C42 1.097
78 H 9.60813 -3.35393 -5.90357  C36 1.095
79 H 8.11294 -4.01879 -2.90405  C14 1.097
80 H 7.86260 -5.56821 -8.58676  C22 1.097
81 H 0.02482 -2.15113 0.37676  C41 1.177
82 H -1.33712 -0.40579 -1.94667  C26 1.194
83 H 4.61584 -4.03300 -9.72504  C46 1.095
84 H -7.94042 -1.72033 2.05489  C19 1.192
85 H -7.42198 5.46926 4.85005  C31 1.097
86 H -8.97661 4.04075 6.18561  C21 1.094
87 H 2.26865 1.69566 2.16349  O8 1.020
88 H 1.60013 -2.99588 -1.56993  C29 1.179
89 H -3.16541 -2.58072 -1.66655  C18 1.170
90 H 5.89705 -6.17151 -3.73442  C30 1.094
91 H 2.89291 0.98791 -1.60628  C37 1.175
92 H -6.64850 9.04253 5.86063  C38 1.095
93 H -0.92479 -2.12648 -2.60372  C26 1.171
94 H -10.36834 9.74363 5.19391  C32 1.097
95 H 9.05892 -8.19866 -2.90115  C43 1.097
96 H 9.17174 -5.06953 -5.85167  C36 1.094
97 H 7.40708 -2.78496 -6.89086  C25 1.095
98 H -10.05559 9.44384 7.62207  C24 1.097
99 H -6.67707 11.83575 4.59210  C23 1.095
100 H 8.21730 -6.21071 -3.99133  C28 1.096
101 H 1.75721 -1.22995 -2.28886  C29 1.174
102 H -2.20678 -2.78933 -0.04233  C18 1.170
103 H -4.23388 1.87848 2.60473  C33 1.095
104 H -10.45577 7.38872 6.25914  C35 1.094
105 H -5.66939 2.04190 4.61843  C42 1.095
106 H 4.28009 1.73868 -0.48858  C37 1.184
107 H 5.10058 -2.88322 -8.46194  C46 1.094
108 H -8.46944 8.54307 4.21827  C15 1.097
109 H -8.00107 1.84607 2.63571  C44 1.097
110 H 10.36510 -7.15565 -1.04447  C16 1.094
111 H -7.49510 4.43639 7.07162  C21 1.095
112 H 7.50214 -3.15932 -9.16117  C45 1.095
113 H -6.21215 9.41198 4.20293  C38 1.097
114 H -9.45319 7.06879 7.68354  C35 1.095
115 H -8.70308 7.16323 6.08726  C35 1.093
116 H 7.00175 -4.26066 -10.43062  C45 1.097

Results
Highest occupied orbital energy ... -10.7 eV
Frontier orbital gap ... 5.35 eV
Total charge ... +1
M ... 698.1 g mol⁻¹
LUMO energy ... -5.4 eV
ΔE to the lowest compared entry with this formula, charge and spin ... 240.1 kcal/mol